DFT (ωB97M-V/def2-TZVPD) results for C37H31MoN4O4S2 as an isolated structure.

The HOMO energy is -16.17 eV. The value obtained for the HOMO-LUMO gap is 0.18829 Ha. The charge is +3.

Each line ends with the Löwdin charge.
Positions of all 79 atoms, in Å:
C (3.68, -2.19, 1.47)  -0.01
C (-6.04, -0.79, 2.65)  -0.04
H (-1.15, 2.31, 4.25)  0.16
H (3.23, -1.29, 1.88)  0.09
C (-0.40, 0.58, 2.10)  -0.56
C (0.77, -4.09, -0.75)  -0.01
H (-3.91, 4.44, -3.23)  0.12
H (3.39, -4.40, -1.14)  0.14
H (-1.75, -0.47, 4.75)  0.15
C (3.43, 1.38, -4.64)  0.05
C (4.69, -2.81, 2.15)  -0.01
C (-2.05, 3.65, -2.52)  -0.05
C (-1.41, 4.32, -0.30)  -0.23
H (5.37, 1.24, -3.68)  0.15
C (4.75, -4.59, 0.49)  0.00
C (0.07, 1.89, 1.50)  -0.56
N (-0.69, 2.94, 1.59)  -0.03
H (-7.09, -0.84, 2.39)  0.12
H (-1.85, 3.10, -3.44)  0.11
O (-0.78, 0.56, -3.48)  0.23
H (-2.23, 3.84, 2.67)  0.15
C (4.47, 0.33, -1.12)  -0.45
H (-0.69, -5.36, -3.52)  0.13
C (-1.97, 2.84, 2.32)  -0.05
C (1.35, -2.79, -2.71)  -0.02
C (0.20, 0.45, -2.85)  -0.43
H (1.35, 1.41, -5.28)  0.15
S (1.62, 1.92, 0.75)  0.81
O (5.63, 0.25, -0.96)  0.23
C (-2.57, 5.07, -0.19)  -0.03
C (0.59, -3.64, -3.49)  -0.02
C (-3.73, -0.84, 1.99)  -0.04
C (-3.21, 4.40, -2.41)  -0.04
C (3.73, -3.99, -0.20)  0.04
C (3.76, 0.67, -2.40)  -0.13
H (-4.36, 5.72, -1.17)  0.12
H (0.54, -3.49, -4.56)  0.13
C (-5.66, -0.63, 3.98)  -0.04
C (-0.09, -4.70, -2.91)  -0.01
C (-1.89, -0.59, 3.68)  -0.07
C (1.44, -3.01, -1.34)  -0.30
C (-0.45, 4.22, 0.86)  -0.06
N (-1.29, 0.61, 3.03)  -0.04
H (5.06, -2.38, 3.07)  0.13
C (1.60, 0.75, -3.26)  -0.17
C (4.30, 1.11, -3.59)  0.09
O (0.22, -0.03, -1.53)  -0.26
H (-4.03, -0.44, 5.35)  0.13
H (-2.76, 5.66, 0.70)  0.12
H (6.04, -4.48, 2.21)  0.14
H (-6.42, -0.55, 4.75)  0.12
N (2.45, 0.48, -2.28)  0.02
C (5.23, -4.01, 1.67)  0.04
H (3.82, 1.73, -5.59)  0.14
H (-0.52, -5.76, -1.09)  0.13
H (-2.74, 2.51, 1.63)  0.16
H (-1.33, -1.47, 3.36)  0.09
H (1.93, -2.00, -3.17)  0.11
Mo (1.65, -0.21, -0.38)  1.42
C (-3.35, -0.67, 3.32)  -0.24
C (-4.32, -0.56, 4.32)  -0.03
H (-5.37, -1.04, 0.63)  0.12
O (3.52, 0.13, -0.14)  -0.32
H (-2.80, 1.73, 3.94)  0.15
H (-0.60, 5.02, 1.58)  0.15
H (5.19, -5.50, 0.12)  0.13
C (-3.47, 5.12, -1.25)  -0.04
C (-1.15, 3.61, -1.47)  -0.04
C (-1.82, 1.91, 3.49)  -0.05
C (-5.07, -0.90, 1.66)  -0.05
H (-0.22, 3.05, -1.57)  0.09
H (-2.97, -0.95, 1.22)  0.10
C (3.17, -2.76, 0.27)  -0.24
C (0.00, -4.93, -1.54)  -0.02
S (0.27, -0.88, 1.48)  0.77
C (2.05, 1.20, -4.48)  0.08
H (0.85, -4.25, 0.32)  0.13
N (2.21, -2.14, -0.50)  -0.05
H (0.59, 4.24, 0.53)  0.09